ORCA calculation (wB97M-V/def2-TZVPD) on a molecular structure, C4H11NO2 in a non-equilibrium geometry.

Total charge: 0
Gap between HOMO and LUMO in eV: 7.8
Maximum force in Eh/bohr: 0.064
Molecular weight in g/mol: 105.1
E_tot in a.u.: -364.0203
HOMO level in eV: -7.43

Each line ends with the Löwdin charge.
Atoms and positions in Å:
O: -0.603 -1.343 -0.459  -0.28
O: -1.865 -2.006 -0.390  -0.08
N: -1.214 1.354 -0.759  0.06
C: -0.255 1.650 0.161  -0.26
C: -0.130 -1.092 1.319  0.11
C: 0.992 1.117 0.191  -0.24
C: 1.679 0.412 -0.943  -0.11
H: 0.573 -0.525 1.913  0.05
H: -1.165 -0.957 1.609  0.06
H: 0.980 0.080 -1.709  0.06
H: -1.101 0.417 -1.157  0.06
H: -2.164 1.579 -0.508  0.09
H: 1.622 1.414 1.020  0.09
H: -1.637 -2.925 -0.582  0.09
H: 2.402 1.081 -1.413  0.07
H: -0.556 2.341 0.943  0.11
H: 2.213 -0.479 -0.604  0.07
H: 0.230 -2.116 1.369  0.06



ORCA calculation (wB97M-V/def2-TZVPD) on 2 unconnected molecules or ions with the total composition C4H11NO2 in a non-equilibrium geometry.

Total charge: 0
SMILES: CC(=O)O.CCN
Gap between HOMO and LUMO in eV: 9.8
Maximum force in Eh/bohr: 0.072
Molecular weight in g/mol: 105.1
E_tot in a.u.: -364.2165
HOMO level in eV: -9.30

Each line ends with the Löwdin charge.
Atoms and positions in Å:
O: 0.501 -1.890 0.732  0.10
O: -0.156 -0.328 2.218  0.05
N: -0.233 1.263 -0.814  -0.02
C: 1.322 2.234 -2.455  -0.11
C: 0.788 0.911 -1.833  -0.32
C: -0.373 -1.376 1.373  -0.57
C: -1.844 -1.249 1.066  -0.01
H: 1.242 2.875 -1.550  0.07
H: 0.681 -0.315 2.711  0.13
H: -2.288 -1.579 2.042  0.10
H: 0.298 1.297 0.042  0.05
H: 2.301 2.217 -2.896  0.05
H: 0.428 0.248 -2.634  0.10
H: -2.152 -0.175 0.886  0.10
H: 0.627 2.740 -3.130  0.06
H: -2.178 -1.869 0.231  0.09
H: -0.887 0.504 -0.726  0.03
H: 1.603 0.355 -1.232  0.12



ORCA calculation (wB97M-V/def2-TZVPD) on C4H11NO2 in the gas phase in a non-equilibrium geometry.

Total charge: 0
SMILES: C[C@H](O)CNCO
Gap between HOMO and LUMO in eV: 9.8
Maximum force in Eh/bohr: 0.101
Molecular weight in g/mol: 105.1
E_tot in a.u.: -364.1624
HOMO level in eV: -8.91

Each line ends with the Löwdin charge.
Atoms and positions in Å:
O: -0.453 2.977 -1.038  -0.06
O: 0.429 -1.249 1.764  0.00
N: 0.385 0.929 -0.141  -0.06
C: 0.206 -1.530 0.422  -0.49
C: -0.548 -2.724 0.308  -0.08
C: -0.447 -0.235 -0.099  -0.19
C: 0.541 1.903 -1.154  -0.28
H: 1.235 -1.540 -0.020  0.16
H: 0.402 1.533 -2.223  0.13
H: -0.869 -0.306 -1.194  0.15
H: -1.515 0.007 0.502  0.17
H: -1.175 2.434 -1.220  0.02
H: -0.100 -3.658 0.664  0.09
H: -1.464 -2.771 0.904  0.10
H: 0.564 1.407 0.726  0.12
H: 1.489 2.365 -1.267  0.10
H: -0.764 -2.856 -0.729  0.08
H: 1.189 -1.435 2.178  0.03



ORCA calculation (wB97M-V/def2-TZVPD) on 3 unconnected molecules or ions with the total composition C4H11NO2 in a non-equilibrium geometry.

Total charge: 0
SMILES: C=C/C=C/N.O.O
Gap between HOMO and LUMO in eV: 8.6
Maximum force in Eh/bohr: 0.083
Molecular weight in g/mol: 105.1
E_tot in a.u.: -364.1240
HOMO level in eV: -8.11

Each line ends with the Löwdin charge.
Atoms and positions in Å:
O: -0.401 -6.481 2.768  -0.06
O: -5.066 3.124 -0.664  -0.06
N: 1.728 -1.091 0.686  0.00
C: 1.432 2.207 -1.096  -0.23
C: 0.622 2.343 -2.169  -0.01
C: 1.994 -0.074 -0.209  -0.21
C: 1.435 1.170 -0.078  -0.16
H: 0.893 1.456 0.849  0.11
H: 2.490 -0.366 -1.128  0.12
H: -0.423 -5.607 3.278  0.08
H: 1.537 -1.879 0.117  0.05
H: 0.976 2.461 -3.221  0.07
H: -5.498 3.316 0.118  -0.02
H: 0.966 -1.089 1.450  0.13
H: 0.278 -6.383 2.154  -0.02
H: -0.372 1.974 -1.960  0.04
H: 2.372 2.798 -1.177  0.09
H: -4.468 3.939 -0.799  0.09



ORCA calculation (wB97M-V/def2-TZVPD) on a gas-phase ion, C4H11NO2 (charge +1) in a non-equilibrium geometry.

Total charge: +1
Multiplicity: 2
Gap between HOMO and LUMO (alpha / beta) in eV: 11.4 / 6.3
Maximum force in Eh/bohr: 0.052
Molecular weight in g/mol: 105.1
E_tot in a.u.: -363.8751
HOMO level (alpha / beta) in eV: -14.73 / -14.70

Each line ends with the Löwdin charge.
Atoms and positions in Å:
O: -1.617 -1.250 -1.586  0.00
O: -0.212 1.514 1.994  0.03
N: 0.988 0.545 0.348  0.21
C: -0.721 -0.243 -1.228  -0.25
C: 0.094 -0.568 0.024  -0.28
C: 1.001 -1.815 -0.268  0.01
C: 0.461 1.820 0.710  -0.14
H: 1.952 -1.638 0.219  0.08
H: 0.450 -2.700 0.070  0.10
H: 0.332 1.967 2.644  0.11
H: -0.590 -0.692 0.882  0.19
H: 1.680 0.273 1.053  0.18
H: -0.327 2.256 0.111  0.14
H: 1.231 2.539 0.971  0.15
H: -1.169 0.754 -1.185  0.12
H: 0.056 -0.086 -2.006  0.14
H: -1.587 -1.299 -2.547  0.12
H: 1.021 -2.064 -1.324  0.09



ORCA calculation (wB97M-V/def2-TZVPD) on a gas-phase ion, C4H11NO2 (charge +1) in a non-equilibrium geometry.

Total charge: +1
Multiplicity: 2
Gap between HOMO and LUMO (alpha / beta) in eV: 11.6 / 5.7
Maximum force in Eh/bohr: 0.113
Molecular weight in g/mol: 105.1
E_tot in a.u.: -363.8051
HOMO level (alpha / beta) in eV: -15.13 / -15.12

Each line ends with the Löwdin charge.
Atoms and positions in Å:
O: -2.452 -0.554 -1.576  -0.05
O: 2.263 -0.753 1.496  -0.09
N: -0.871 -1.299 0.415  0.35
C: 2.005 0.321 0.468  -0.22
C: -0.398 0.037 -0.277  -0.24
C: -1.678 0.599 -1.022  -0.13
C: 0.561 0.905 0.466  -0.14
H: -1.788 -1.457 0.752  0.14
H: -2.128 -1.424 -1.312  0.07
H: 2.534 -0.076 -0.517  0.16
H: 0.474 1.088 1.561  0.15
H: -1.508 1.434 -1.759  0.15
H: 0.632 1.916 -0.038  0.17
H: -0.153 -1.399 1.141  0.13
H: 2.743 1.182 0.688  0.14
H: -2.321 1.224 -0.302  0.15
H: 1.900 -1.537 1.013  0.08
H: 0.185 -0.208 -1.196  0.18



ORCA calculation (wB97M-V/def2-TZVPD) on a gas-phase ion, C4H11NO2 (charge +1) in a non-equilibrium geometry.

Total charge: +1
Multiplicity: 2
Gap between HOMO and LUMO (alpha / beta) in eV: 11.4 / 5.6
Maximum force in Eh/bohr: 0.076
Molecular weight in g/mol: 105.1
E_tot in a.u.: -363.8474
HOMO level (alpha / beta) in eV: -14.48 / -14.47

Each line ends with the Löwdin charge.
Atoms and positions in Å:
O: -2.408 -0.903 0.859  -0.10
O: 2.556 0.379 0.451  -0.06
N: -0.756 1.698 0.057  0.35
C: 0.698 -0.023 -0.907  -0.15
C: -1.589 -0.585 -0.331  -0.19
C: -0.430 0.297 0.047  -0.34
C: 1.911 -0.721 -0.231  -0.22
H: 3.431 0.071 0.612  0.08
H: 1.585 -1.633 0.315  0.13
H: 2.671 -1.177 -1.055  0.17
H: 0.052 2.287 0.305  0.18
H: -3.224 -1.443 0.530  0.16
H: -1.184 -1.606 -0.592  0.15
H: 0.983 1.006 -1.391  0.16
H: -0.434 -0.042 1.153  0.24
H: -2.213 -0.149 -1.156  0.16
H: 0.389 -0.629 -1.815  0.15
H: -1.484 1.810 0.744  0.15



ORCA calculation (wB97M-V/def2-TZVPD) on a gas-phase ion, C4H11NO2 (charge +1) in a non-equilibrium geometry.

Total charge: +1
Multiplicity: 2
Gap between HOMO and LUMO (alpha / beta) in eV: 12.2 / 6.3
Maximum force in Eh/bohr: 0.051
Molecular weight in g/mol: 105.1
E_tot in a.u.: -363.8928
HOMO level (alpha / beta) in eV: -15.48 / -15.00

Each line ends with the Löwdin charge.
Atoms and positions in Å:
O: -0.476 -0.437 -1.693  -0.01
O: 1.897 -1.080 1.613  0.01
N: -0.347 -1.775 0.511  0.34
C: 1.374 -0.185 0.642  -0.19
C: -0.469 1.817 -0.664  -0.01
C: -0.852 0.348 -0.583  -0.37
C: -0.132 -0.342 0.610  -0.27
H: 0.042 -2.174 -0.353  0.16
H: -1.338 -2.059 0.524  0.17
H: 0.574 1.927 -0.966  0.10
H: 1.778 -0.449 -0.334  0.14
H: -1.941 0.296 -0.388  0.16
H: 1.251 -1.253 2.315  0.10
H: -0.532 -0.016 1.568  0.17
H: 1.710 0.830 0.900  0.15
H: -1.062 2.274 -1.462  0.10
H: -0.673 2.335 0.279  0.11
H: -0.804 -0.057 -2.516  0.13



ORCA calculation (wB97M-V/def2-TZVPD) on 4 unconnected molecules or ions with the total composition C4H11NO3.

Total charge: -1
Multiplicity: 2
Gap between HOMO and LUMO (alpha / beta) in eV: 2.6 / 9.0
Maximum force in Eh/bohr: 0.014
Molecular weight in g/mol: 121.1
E_tot in a.u.: -439.4468
HOMO level (alpha / beta) in eV: 0.94 / -5.42

Each line ends with the Löwdin charge.
Atoms and positions in Å:
O: 1.010 0.556 3.518  -0.11
O: -0.976 -1.339 -2.423  -0.12
O: -3.883 -1.753 -1.626  -0.11
N: 1.639 1.622 0.073  -0.01
C: 2.078 0.335 0.067  -0.35
C: -0.141 0.349 0.352  -0.19
C: 0.291 1.647 0.265  -0.26
C: 0.996 -0.497 0.224  -0.20
H: 3.136 0.116 -0.060  0.04
H: -3.971 -2.010 -2.546  0.01
H: 2.256 2.417 0.155  0.04
H: -0.407 -2.065 -2.692  0.01
H: -1.173 0.061 0.499  0.09
H: 0.622 0.577 2.623  -0.01
H: -0.439 -0.790 -1.825  0.00
H: -3.065 -1.231 -1.596  0.00
H: 1.105 -1.576 0.254  0.07
H: -0.243 2.583 0.268  0.08
H: 1.764 -0.038 3.402  0.01



ORCA calculation (wB97M-V/def2-TZVPD) on 2 unconnected molecules or ions with the total composition C4H11NO3 in a non-equilibrium geometry.

Total charge: -1
Multiplicity: 2
Gap between HOMO and LUMO (alpha / beta) in eV: 3.9 / 7.0
Maximum force in Eh/bohr: 0.119
Molecular weight in g/mol: 121.1
E_tot in a.u.: -439.3744
HOMO level (alpha / beta) in eV: -0.22 / -3.42

Each line ends with the Löwdin charge.
Atoms and positions in Å:
O: -1.612 1.091 1.362  -0.18
O: 1.726 -0.398 2.383  -0.19
O: -0.551 2.897 -2.147  -0.06
N: 0.018 -0.275 -0.820  -0.10
C: -0.863 -1.414 -1.261  -0.14
C: -0.864 0.100 1.551  -0.41
C: 1.333 -0.962 1.079  -0.22
C: 0.258 -0.014 0.516  -0.46
H: -0.844 -0.416 2.385  0.01
H: 0.753 1.080 0.441  0.15
H: -0.583 0.470 -1.285  0.10
H: -0.318 -2.466 -1.284  0.10
H: 1.101 0.396 2.509  0.08
H: -0.091 2.709 -1.384  -0.04
H: -1.063 -1.231 -2.279  0.03
H: -1.868 -1.493 -0.855  0.06
H: 0.195 2.892 -2.816  0.07
H: 0.987 -1.937 1.431  0.10
H: 2.285 -1.029 0.471  0.11



ORCA calculation (wB97M-V/def2-TZVPD) on 2 unconnected molecules or ions with the total composition C4H11NO3 in a non-equilibrium geometry.

Total charge: -2
Gap between HOMO and LUMO in eV: 6.6
Maximum force in Eh/bohr: 0.037
Molecular weight in g/mol: 121.1
E_tot in a.u.: -439.3438
HOMO level in eV: 0.31

Each line ends with the Löwdin charge.
Atoms and positions in Å:
O: -2.343 -0.713 -2.416  -0.39
O: 2.267 -1.828 0.264  -0.10
O: 1.042 0.527 3.106  -0.41
N: -0.288 -0.328 -1.137  -0.08
C: 0.041 0.919 2.296  -0.57
C: -1.064 -0.319 -2.489  -0.57
C: 0.492 1.083 0.775  -0.22
C: -0.521 0.869 -0.336  -0.30
H: 1.782 -1.841 -0.557  -0.01
H: -1.531 0.893 0.153  0.10
H: 0.914 2.097 0.650  0.08
H: -0.261 1.953 2.605  0.06
H: -0.499 -0.990 -3.154  0.05
H: 1.384 0.459 0.861  0.06
H: -0.710 1.669 -1.058  0.08
H: 1.741 -1.250 0.825  -0.01
H: -0.543 -1.212 -0.713  0.08
H: -0.854 0.234 2.261  0.07
H: -0.990 0.757 -2.774  0.06



ORCA calculation (wB97M-V/def2-TZVPD) on 3 unconnected molecules or ions with the total composition C4H11NO3 in a non-equilibrium geometry.

Total charge: 0
Gap between HOMO and LUMO in eV: 7.6
Maximum force in Eh/bohr: 0.128
Molecular weight in g/mol: 121.1
E_tot in a.u.: -439.3081
HOMO level in eV: -6.94

Each line ends with the Löwdin charge.
Atoms and positions in Å:
O: 0.596 -1.796 0.123  0.01
O: -0.095 1.081 -0.881  -0.05
O: -2.409 0.827 0.773  -0.02
N: -1.829 -1.043 -0.644  0.02
C: -1.663 -0.343 0.610  -0.32
C: 2.515 0.589 -0.303  -0.02
C: 0.503 0.638 0.292  -0.28
C: 0.509 -0.665 0.811  -0.25
H: 0.625 1.412 1.044  0.13
H: -0.141 -1.759 -0.561  0.10
H: 3.122 0.237 0.526  0.02
H: 0.803 -0.756 1.854  0.15
H: -1.933 -1.004 1.432  0.12
H: 2.741 1.631 -0.534  0.01
H: -2.696 -1.576 -0.696  0.10
H: -1.810 -0.390 -1.419  0.08
H: -2.061 1.488 0.159  0.08
H: 2.603 -0.047 -1.182  0.02
H: 0.618 1.477 -1.405  0.10